Here is the molecule C2H4OS2 in a non-equilibrium geometry from the OMol25 dataset. Energies are from ωB97M-V with the def2-TZVPD basis set.

Values from the calculation:
E_HOMO (spin up / spin down), eV: -8.48 / -8.48
Strongest force on any atom, hartree/bohr: 0.0523
Multiplicity: 1
Energy above the lowest of the compared OMol25 structures with the same formula, charge and spin, kJ/mol: 310.9
DFT total energy, eV: -25853.273
Frontier orbital gap (spin up / spin down), eV: 7.7 / 7.7
SMILES string: C=CSOS

Atoms and positions in Å:
C1 0.84 0.17 -0.58
C2 1.01 -0.56 0.56
O1 -1.73 -0.45 0.56
S1 -1.61 1.07 0.20
S2 -0.23 -1.58 1.22
H1 1.49 1.00 -0.99
H2 0.01 -0.18 -1.18
H3 1.79 -0.49 1.27
H4 -1.58 1.02 -1.07

And the Löwdin charges, in e, turn out to be:
1 C -0.142
2 C -0.598
3 O -0.922
4 S 0.806
5 S 0.868
6 H 0.091
7 H 0.017
8 H 0.029
9 H -0.149

Here is a structure of composition C15H31Br2Cl3FK2NaO11P in a non-equilibrium geometry from the OMol25 dataset. Energies are from ωB97M-V with the def2-TZVPD basis set.

Values from the calculation:
E_HOMO, eV: -1.67
Strongest force on any atom, hartree/bohr: 0.0541
Multiplicity: 1
Charge: -1
DFT total energy, eV: -265294.895
Frontier orbital gap, eV: 1.6

Atoms and positions in Å:
C1 3.36 0.92 -1.00
C2 3.68 0.34 -2.48
C3 2.89 -1.03 -2.77
O1 1.77 -0.80 -3.65
O2 0.79 -1.84 -3.54
C4 -0.15 -1.39 -2.67
O3 -0.31 -1.98 -1.64
O4 -0.95 -0.35 -2.99
C5 -0.38 0.94 -2.87
C6 -1.38 2.00 -3.25
F1 0.15 1.12 -1.63
H1 3.93 1.87 -0.90
H2 3.72 0.18 -0.14
H3 2.26 1.11 -0.84
H4 3.50 1.12 -3.31
H5 4.78 0.12 -2.47
H6 2.60 -1.47 -1.83
H7 3.63 -1.71 -3.30
H8 0.43 1.00 -3.59
H9 -1.51 2.75 -2.47
H10 -2.32 1.55 -3.56
H11 -1.01 2.53 -4.13
K1 2.73 2.83 -2.66
Cl1 3.81 0.51 1.65
Br1 0.43 -1.20 2.67
C7 -0.18 -2.89 1.87
C8 -0.62 -3.86 2.93
Br2 0.90 -4.68 3.83
H12 0.64 -3.26 1.26
H13 -1.01 -2.61 1.23
H14 -1.16 -4.69 2.48
H15 -1.23 -3.41 3.70
C9 6.12 4.94 -5.37
Cl2 4.42 5.38 -5.04
Cl3 6.97 4.47 -3.91
H16 6.13 4.11 -6.06
H17 6.62 5.79 -5.81
Na1 0.26 1.10 2.38
O5 11.16 4.64 -4.91
P1 10.47 3.91 -6.05
O6 10.09 2.52 -5.57
O7 11.44 3.84 -7.23
O8 9.20 4.64 -6.49
K2 3.63 0.00 -5.13
C10 -5.97 -1.87 6.87
O9 -6.27 -1.43 5.56
C11 -6.15 -0.03 5.37
C12 -5.36 0.32 4.12
O10 -3.98 -0.01 4.15
C13 -3.63 -1.39 4.14
C14 -4.00 -2.15 2.88
O11 -5.40 -2.34 2.76
C15 -5.91 -2.11 1.47
H18 -6.84 -1.76 7.52
H19 -5.71 -2.93 6.81
H20 -5.12 -1.33 7.29
H21 -5.68 0.45 6.24
H22 -7.16 0.37 5.26
H23 -5.39 1.41 4.03
H24 -5.84 -0.07 3.23
H25 -4.00 -1.89 5.03
H26 -2.54 -1.41 4.21
H27 -3.54 -3.15 2.92
H28 -3.60 -1.61 2.01
H29 -5.43 -1.25 0.99
H30 -6.97 -1.90 1.57
H31 -5.78 -3.00 0.84

And the Löwdin charges, in e, turn out to be:
1 C -0.341
2 C -0.336
3 C -0.213
4 O -0.267
5 O 0.052
6 C -0.541
7 O 0.164
8 O 0.095
9 C -0.427
10 C 0.004
11 F 0.023
12 H 0.031
13 H -0.126
14 H 0.034
15 H -0.087
16 H 0.120
17 H 0.132
18 H 0.102
19 H 0.102
20 H 0.082
21 H 0.087
22 H 0.074
23 K 0.482
24 Cl -0.284
25 Br 0.748
26 C -0.589
27 C -0.707
28 Br 0.646
29 H 0.066
30 H 0.059
31 H 0.064
32 H 0.029
33 C -1.027
34 Cl 0.442
35 Cl 0.525
36 H 0.024
37 H 0.025
38 Na 0.159
39 O -0.193
40 P -0.155
41 O -0.212
42 O -0.204
43 O -0.247
44 K 0.577
45 C -0.113
46 O -0.198
47 C -0.193
48 C -0.177
49 O -0.122
50 C -0.177
51 C -0.196
52 O -0.195
53 C -0.106
54 H 0.088
55 H 0.088
56 H 0.087
57 H 0.123
58 H 0.128
59 H 0.129
60 H 0.111
61 H 0.115
62 H 0.104
63 H 0.119
64 H 0.124
65 H 0.088
66 H 0.089
67 H 0.089

Here is the molecule C10H12N4 in a non-equilibrium geometry from the OMol25 dataset. Energies are from ωB97M-V with the def2-TZVPD basis set.

Values from the calculation:
E_HOMO, eV: -7.97
Strongest force on any atom, hartree/bohr: 0.1078
Multiplicity: 1
Energy above the lowest of the compared OMol25 structures with the same formula, charge and spin, kJ/mol: 152.2
DFT total energy, eV: -16522.073
Frontier orbital gap, eV: 8.7
SMILES string: CN1C2=CC=CC[C@]2(C)n2ncnc21

Atoms and positions in Å:
C1 1.58 0.49 3.03
C2 0.89 -0.64 1.44
C3 -0.89 0.29 -2.56
C4 -0.37 -0.87 -1.86
C5 -0.81 1.56 -2.08
C6 -0.02 -0.67 -0.58
C7 -0.16 1.96 -0.81
C8 -0.37 0.75 0.12
C9 -1.89 0.69 0.46
C10 1.27 -2.68 0.06
N1 1.60 -0.75 2.56
N2 0.97 1.37 2.33
N3 0.49 0.65 1.24
N4 0.49 -1.52 0.42
H1 2.06 0.68 3.91
H2 -1.42 0.19 -3.40
H3 -0.28 -1.90 -2.27
H4 -1.21 2.32 -2.62
H5 0.82 2.15 -1.00
H6 -0.70 2.75 -0.13
H7 -2.16 -0.39 0.88
H8 -2.32 0.85 -0.44
H9 -1.93 1.51 1.24
H10 0.57 -3.14 -0.66
H11 2.39 -2.45 -0.34
H12 1.39 -3.21 1.08

And the Löwdin charges, in e, turn out to be:
1 C -0.271
2 C -0.298
3 C -0.077
4 C -0.021
5 C -0.088
6 C -0.131
7 C -0.088
8 C -0.384
9 C 0.011
10 C -0.051
11 N 0.139
12 N 0.118
13 N 0.003
14 N -0.057
15 H 0.085
16 H 0.064
17 H 0.113
18 H 0.069
19 H 0.092
20 H 0.162
21 H 0.142
22 H 0.024
23 H 0.109
24 H 0.082
25 H 0.140
26 H 0.113

Here is a cluster of 13 separate species, BF4H24O12 in total in a non-equilibrium geometry from the OMol25 dataset. Energies are from ωB97M-V with the def2-TZVPD basis set.

Values from the calculation:
E_HOMO (spin up / spin down), eV: -10.57 / -10.57
Strongest force on any atom, hartree/bohr: 0.0501
Multiplicity: 2
Energy above the lowest of the compared OMol25 structures with the same formula, charge and spin, kJ/mol: 10.6
DFT total energy, eV: -36508.365
Frontier orbital gap (spin up / spin down), eV: 10.0 / 3.1
⟨S²⟩: 0.758

Atoms and positions in Å:
B1 0.31 0.13 0.09
F1 1.62 0.14 0.57
F2 -0.16 1.39 -0.19
F3 0.34 -0.67 -1.09
F4 -0.50 -0.57 1.01
O1 1.14 -1.20 3.12
H1 0.88 -0.83 2.27
H2 1.69 -0.52 3.51
O2 1.82 3.22 -2.25
H3 1.36 2.41 -2.49
H4 2.50 3.32 -2.90
O3 0.23 -3.32 -0.79
H5 1.05 -3.73 -1.06
H6 0.49 -2.51 -0.36
O4 -1.34 -0.01 4.22
H7 -1.06 0.45 5.01
H8 -0.59 -0.55 3.97
O5 2.46 -0.48 -2.44
H9 1.75 -0.52 -1.80
H10 2.22 0.24 -3.02
O6 -0.52 -2.00 -3.65
H11 0.29 -1.50 -3.52
H12 -0.24 -2.92 -3.62
O7 3.85 1.10 1.38
H13 4.26 1.23 0.52
H14 3.10 0.53 1.19
O8 -3.36 -1.59 1.81
H15 -3.16 -1.08 2.59
H16 -2.61 -2.18 1.70
O9 0.42 4.15 -0.06
H17 -0.09 3.38 0.18
H18 1.07 3.82 -0.68
O10 -2.49 -2.44 -1.28
H19 -1.59 -2.10 -1.27
H20 -2.46 -3.18 -1.88
O11 -2.45 1.94 -1.72
H21 -1.92 1.57 -2.43
H22 -1.82 2.30 -1.10
O12 -2.40 1.17 2.11
H23 -2.15 0.73 2.92
H24 -1.93 0.70 1.42

And the Löwdin charges, in e, turn out to be:
1 B -1.233
2 F 0.146
3 F 0.172
4 F 0.090
5 F 0.121
6 O -0.027
7 H -0.005
8 H 0.060
9 O -0.022
10 H 0.036
11 H 0.059
12 O -0.037
13 H 0.052
14 H 0.011
15 O -0.008
16 H 0.083
17 H 0.026
18 O -0.036
19 H -0.034
20 H 0.022
21 O -0.042
22 H 0.008
23 H 0.034
24 O -0.057
25 H 0.030
26 H -0.021
27 O 0.160
28 H 0.039
29 H 0.082
30 O -0.056
31 H -0.009
32 H -0.023
33 O -0.037
34 H -0.020
35 H 0.035
36 O -0.039
37 H 0.033
38 H -0.001
39 O 0.322
40 H 0.021
41 H 0.065

Here is a structure of composition C2H3N3O2 in a non-equilibrium geometry from the OMol25 dataset. Energies are from ωB97M-V with the def2-TZVPD basis set.

Values from the calculation:
E_HOMO, eV: -10.06
Strongest force on any atom, hartree/bohr: 0.1675
Multiplicity: 1
Energy above the lowest of the compared OMol25 structures with the same formula, charge and spin, kJ/mol: 437.6
DFT total energy, eV: -10683.921
Frontier orbital gap, eV: 10.4

Atoms and positions in Å:
C1 1.67 0.30 0.06
C2 -0.24 1.02 -0.15
H1 -1.99 -0.69 0.59
H2 -1.66 -1.54 -0.71
H3 2.65 0.15 0.58
N1 -1.17 -1.20 0.15
N2 -0.10 -0.40 -0.34
N3 0.99 1.44 -0.11
O1 1.13 -0.79 -0.09
O2 -1.29 1.71 0.01

And the Löwdin charges, in e, turn out to be:
1 C -0.193
2 C -0.522
3 H 0.117
4 H 0.100
5 H 0.169
6 N 0.093
7 N -0.125
8 N 0.194
9 O 0.142
10 O 0.025

Here is a cluster of 2 separate species, C15H26BF2O5P in total in a non-equilibrium geometry from the OMol25 dataset. Energies are from ωB97M-V with the def2-TZVPD basis set.

Values from the calculation:
E_HOMO, eV: -9.39
Strongest force on any atom, hartree/bohr: 0.1398
Multiplicity: 1
DFT total energy, eV: -41612.108
Frontier orbital gap, eV: 8.0

Atoms and positions in Å:
C1 2.42 -1.80 -1.66
C2 2.27 -1.31 -0.44
P1 2.27 -0.57 1.32
C3 1.33 -1.73 2.48
C4 -0.28 -1.59 2.41
C5 -0.87 -0.18 2.96
C6 -2.34 -0.32 3.67
C7 1.74 1.24 1.39
C8 2.89 2.31 1.05
C9 3.44 2.26 -0.47
C10 2.46 2.96 -1.56
C11 1.10 2.12 -1.84
C12 0.60 2.12 -3.37
O1 -0.84 1.79 -3.33
C13 -1.05 0.44 -2.82
H1 2.73 -1.99 -2.76
H2 3.66 -0.61 1.76
H3 1.76 -1.67 3.56
H4 1.58 -2.82 2.12
H5 -0.71 -2.42 3.11
H6 -0.71 -1.84 1.36
H7 -0.09 0.34 3.66
H8 -1.00 0.55 2.06
H9 -3.14 -0.77 2.98
H10 -2.24 -0.94 4.64
H11 -2.69 0.73 3.98
H12 1.42 1.44 2.50
H13 0.76 1.38 0.78
H14 2.62 3.40 1.32
H15 3.80 2.04 1.73
H16 4.42 2.91 -0.48
H17 3.79 1.20 -0.80
H18 3.05 3.10 -2.53
H19 2.12 4.03 -1.23
H20 1.33 1.02 -1.54
H21 0.27 2.52 -1.16
H22 1.08 1.30 -4.03
H23 0.72 3.12 -3.92
H24 -1.03 0.38 -1.65
H25 -0.22 -0.25 -3.25
H26 -2.12 0.09 -3.12
B1 -5.02 -2.76 -1.62
O2 -4.90 -2.29 -0.23
C14 -3.62 -2.34 0.10
O3 -3.17 -2.02 1.18
C15 -2.84 -2.84 -1.04
O4 -1.64 -3.00 -1.06
O5 -3.66 -3.09 -2.06
F1 -5.57 -1.72 -2.45
F2 -5.86 -3.93 -1.67

And the Löwdin charges, in e, turn out to be:
1 C 0.096
2 C -0.216
3 P 1.019
4 C -0.318
5 C -0.237
6 C -0.260
7 C -0.116
8 C -0.314
9 C -0.238
10 C -0.219
11 C -0.193
12 C -0.195
13 C -0.193
14 O -0.250
15 C -0.123
16 H 0.092
17 H 0.065
18 H 0.114
19 H 0.114
20 H 0.134
21 H 0.110
22 H 0.095
23 H 0.099
24 H 0.064
25 H 0.078
26 H 0.076
27 H 0.103
28 H 0.094
29 H 0.131
30 H 0.110
31 H 0.118
32 H 0.105
33 H 0.112
34 H 0.123
35 H 0.073
36 H 0.123
37 H 0.124
38 H 0.133
39 H 0.090
40 H 0.095
41 H 0.120
42 B -0.986
43 O 0.240
44 C -0.390
45 O 0.101
46 C -0.412
47 O 0.101
48 O 0.230
49 F 0.088
50 F 0.092